(1)
Density functional theory data (ωB97M-V/def2-TZVPD) for C32H28CdN3OP as an isolated structure.

Geometry (Å):
Cd (-0.85069, 0.40603, -0.86801)
C (-2.53200, 1.70092, -3.02702)
C (-1.15167, 1.48288, -3.09879)
C (-0.26228, 2.42031, -2.54777)
C (-0.76057, 3.56938, -1.93740)
C (-2.12905, 3.79118, -1.90042)
C (-3.01256, 2.86216, -2.44173)
H (-3.21162, 0.97304, -3.45078)
H (-0.76965, 0.62865, -3.64984)
H (0.80642, 2.28200, -2.65909)
H (-0.07944, 4.30215, -1.52583)
H (-2.51122, 4.70063, -1.45532)
H (-4.07729, 3.05462, -2.41977)
O (-3.17514, -1.59104, -1.39931)
N (-1.80223, -1.63947, -1.49721)
C (-1.26143, -2.70443, -1.93221)
C (0.17482, -2.93930, -2.15308)
C (0.44137, -3.92273, -3.10340)
C (1.74080, -4.24588, -3.46733)
C (2.79771, -3.59920, -2.85951)
C (2.55507, -2.63822, -1.88257)
C (1.26073, -2.29542, -1.51527)
P (1.02389, -1.08224, -0.18486)
C (2.62293, -0.37897, 0.23852)
C (3.33580, -0.83001, 1.34507)
C (4.57162, -0.26681, 1.63746)
C (5.09085, 0.73300, 0.82984)
C (4.37831, 1.18499, -0.27642)
C (3.14267, 0.63557, -0.56845)
C (0.42145, -2.00468, 1.23956)
C (0.57486, -3.38068, 1.36818)
C (0.13863, -4.01308, 2.52513)
C (-0.43936, -3.27542, 3.54738)
C (-0.59002, -1.89873, 3.42206)
C (-0.16744, -1.26334, 2.26752)
H (-3.55210, -2.44302, -1.68003)
H (-1.91312, -3.53055, -2.22747)
H (-0.38392, -4.44140, -3.57608)
H (1.91668, -5.00394, -4.21789)
H (3.81693, -3.84447, -3.12536)
H (3.39221, -2.15562, -1.39581)
H (2.93347, -1.61300, 1.97536)
H (5.12806, -0.61396, 2.49744)
H (6.05459, 1.16619, 1.06132)
H (4.78762, 1.96430, -0.90497)
H (2.58756, 0.98418, -1.43323)
H (1.03726, -3.95992, 0.57809)
H (0.25797, -5.08299, 2.62952)
H (-0.77412, -3.77343, 4.44736)
H (-1.03591, -1.32620, 4.22430)
H (-0.27736, -0.18686, 2.17412)
N (-3.84898, 2.21664, 1.68717)
C (-3.44762, 1.41441, 0.69202)
N (-2.14239, 1.45544, 0.52396)
C (-1.65327, 2.34616, 1.48081)
C (-0.34875, 2.75666, 1.75343)
C (-0.17695, 3.66005, 2.78071)
C (-1.26821, 4.15032, 3.51906)
C (-2.56132, 3.75029, 3.25697)
C (-2.72673, 2.83542, 2.22165)
H (-4.80299, 2.33424, 1.98960)
H (-4.12588, 0.80889, 0.11168)
H (0.49852, 2.38340, 1.18670)
H (0.81836, 4.00367, 3.02683)
H (-1.08610, 4.85925, 4.31471)
H (-3.39781, 4.12802, 3.82865)

Summary:
energy above the lowest of the compared OMol25 structures with the same formula, charge and spin	0.0	kJ/mol
total charge	+2
HOMO-LUMO gap	8.50	eV

Atomic partial charges in e from the Mulliken method, atoms 1 to 4: 1.37 0.00 -1.16 -0.16

(2)
Density functional theory data (ωB97M-V/def2-TZVPD) for C32H28ClFeN4O3S as an isolated structure at a distorted geometry.

Geometry (Å):
Fe (11.43138, 7.80312, 9.33031)
O (14.48162, 8.05357, 12.58886)
C (13.97378, 8.74158, 11.68534)
N (14.62280, 8.99675, 10.44949)
C (16.55230, 8.91181, 8.83740)
C (16.10686, 8.54382, 7.45699)
C (16.72181, 7.53300, 6.70481)
C (16.40455, 7.32886, 5.33483)
C (15.47116, 8.19378, 4.74292)
C (14.79974, 9.04224, 5.64993)
N (15.19346, 9.31185, 6.89423)
C (12.63363, 9.33955, 11.85210)
C (12.31801, 9.83079, 13.09866)
C (11.26252, 10.69823, 13.28349)
C (10.52207, 10.98610, 12.15812)
C (10.75090, 10.35290, 10.97593)
N (11.85006, 9.54940, 10.71820)
H (16.39728, 9.95416, 8.99109)
H (17.62956, 8.72504, 8.82597)
H (17.54341, 6.97681, 7.19565)
H (16.89207, 6.51607, 4.79156)
H (15.21431, 8.11319, 3.68754)
H (14.07813, 9.76240, 5.30500)
H (12.96881, 9.52181, 13.90695)
H (11.10067, 11.09900, 14.26112)
H (9.80850, 11.79976, 12.14937)
H (10.11256, 10.55727, 10.09703)
O (9.78584, 7.39409, 8.14669)
N (9.64052, 7.99100, 6.97623)
C (8.70094, 7.41557, 6.15937)
C (8.54181, 7.98782, 4.92695)
C (9.12569, 9.23696, 4.57384)
C (10.07612, 9.77091, 5.41299)
C (10.48853, 9.04117, 6.58250)
S (11.83823, 9.45166, 7.49654)
H (8.28239, 6.58039, 6.56962)
H (8.04467, 7.38750, 4.16916)
H (8.89106, 9.74904, 3.65742)
H (10.61185, 10.67546, 5.09394)
C (14.40537, 5.25019, 8.33121)
C (14.23939, 6.28988, 9.34190)
O (13.07402, 6.65177, 9.66116)
C (15.57930, 6.78374, 9.92096)
C (16.59046, 5.92352, 10.38505)
C (17.60938, 6.31986, 11.27004)
C (17.70537, 7.70471, 11.66945)
C (16.81433, 8.62208, 11.18807)
C (15.85013, 8.28699, 10.06967)
H (14.14888, 5.77308, 7.37747)
H (13.64194, 4.43513, 8.44283)
H (15.42081, 4.88669, 8.24502)
H (16.60313, 4.85536, 10.14661)
H (18.28333, 5.61854, 11.75825)
H (18.46105, 8.04513, 12.38937)
H (16.83948, 9.64242, 11.54475)
H (14.00330, 9.14598, 9.65862)
Cl (11.86805, 4.12401, 11.76819)
C (10.92001, 5.25394, 12.59802)
C (10.51607, 4.96545, 13.88676)
C (9.85164, 5.96621, 14.70936)
C (9.47162, 7.16800, 14.14558)
C (9.64681, 7.41415, 12.79216)
C (10.31064, 6.43077, 11.95716)
C (10.09119, 6.57836, 10.55958)
H (10.91710, 4.00669, 14.26861)
H (9.71128, 5.77549, 15.79110)
H (8.88469, 7.86874, 14.75459)
H (9.27702, 8.28119, 12.25993)
H (9.27952, 7.20222, 10.20687)
H (10.24189, 5.72182, 9.93386)

Summary:
spin multiplicity	5
total charge	-1
HOMO-LUMO gap (spin up / spin down)	5.33 / 5.33	eV

Atomic partial charges in e from the Mulliken method, atoms 1 to 4: 1.10 -0.69 0.03 0.01

(3)
Density functional theory data (ωB97M-V/def2-TZVPD) for C32H28F5N6O2RuS as an isolated structure at a distorted geometry.

Geometry (Å):
Ru (0.08443, 0.90947, -0.01457)
C (0.92437, 3.14390, -1.73453)
C (-0.39885, 3.67286, -2.23405)
C (-1.46107, 2.63946, -2.42798)
C (-2.39408, 2.74797, -3.45164)
C (-3.48680, 1.90214, -3.47105)
C (-3.62533, 0.97451, -2.44797)
C (-2.63019, 0.89644, -1.49987)
N (-1.54285, 1.69113, -1.48871)
N (0.99415, 2.74558, -0.28254)
C (0.41136, 3.77593, 0.62316)
C (-0.95696, 3.41324, 1.12482)
C (-1.75554, 4.36061, 1.74227)
C (-2.95403, 3.96896, 2.30846)
C (-3.31576, 2.63231, 2.24534)
C (-2.47224, 1.74331, 1.61350)
N (-1.31257, 2.12485, 1.05019)
C (2.44458, 2.60181, 0.00552)
C (2.96404, 1.35328, -0.63396)
C (4.30511, 1.22101, -0.93832)
C (4.77464, 0.01003, -1.41238)
C (3.86280, -1.01685, -1.58638)
C (2.53454, -0.79790, -1.28314)
N (2.06312, 0.36603, -0.80375)
H (1.67668, 3.92199, -1.88661)
H (1.23371, 2.27392, -2.31116)
H (-0.21796, 4.20837, -3.16584)
H (-0.80413, 4.42059, -1.54627)
H (-2.26865, 3.51458, -4.20454)
H (-4.22915, 1.98017, -4.25413)
H (-4.47634, 0.31058, -2.39256)
H (-2.69243, 0.16013, -0.70932)
H (0.40215, 4.74831, 0.12975)
H (1.06665, 3.87440, 1.48975)
H (-1.42485, 5.38994, 1.79140)
H (-3.58967, 4.69228, 2.80123)
H (-4.23733, 2.27699, 2.68348)
H (-2.71725, 0.69905, 1.55433)
H (2.59110, 2.53187, 1.08185)
H (2.98620, 3.48709, -0.33465)
H (4.97018, 2.06055, -0.78563)
H (5.82279, -0.12688, -1.64126)
H (4.16787, -1.98401, -1.96002)
H (1.82213, -1.58502, -1.45185)
F (-0.23223, -4.14389, 4.88636)
C (0.05098, -3.02843, 4.24063)
C (-0.79722, -2.56062, 3.25276)
F (-1.90952, -3.21646, 2.94457)
C (-0.47311, -1.39406, 2.58657)
F (-1.36838, -0.96856, 1.65638)
C (0.67713, -0.66524, 2.82835)
S (1.20935, 0.78738, 1.95599)
C (1.49266, -1.15007, 3.84769)
F (2.60935, -0.49636, 4.15266)
C (1.19769, -2.30938, 4.54429)
F (2.01345, -2.74045, 5.48850)
O (1.81113, -5.59575, 2.18469)
C (0.80591, -5.97195, 1.27417)
N (0.57229, -4.75772, 0.51141)
C (-0.40387, -4.69061, -0.41409)
O (-1.17786, -5.59448, -0.65038)
C (-0.53010, -3.39098, -1.17058)
C (-1.01012, -3.41487, -2.47452)
C (-1.11954, -2.21749, -3.15752)
C (-0.79756, -1.03618, -2.51061)
N (-0.39043, -0.99118, -1.23423)
C (-0.24278, -2.17016, -0.60035)
H (2.07429, -6.36127, 2.70432)
H (-0.12167, -6.26880, 1.76792)
H (1.12693, -6.77778, 0.60882)
H (1.26969, -4.03920, 0.61454)
H (-1.28215, -4.36248, -2.92170)
H (-1.45983, -2.18461, -4.18296)
H (-0.83703, -0.09865, -3.04662)
H (0.10402, -2.12472, 0.42256)

Summary:
energy above the lowest of the compared OMol25 structures with the same formula, charge and spin	177.6	kJ/mol
spin multiplicity	2
total charge	+2
HOMO-LUMO gap (spin up / spin down)	7.65 / 6.57	eV

Atomic partial charges in e from the Mulliken method, atoms 1 to 4: 1.01 -1.19 -1.06 0.35

(4)
Density functional theory data (ωB97M-V/def2-TZVPD) for C32H29AlAsNP2S4 as an isolated structure at a distorted geometry.

Geometry (Å):
Al (0.18972, -0.32181, 0.20530)
S (2.76567, 0.01835, 3.60408)
As (2.03981, -1.41706, 2.32507)
S (-0.34606, -1.19386, 2.13652)
S (2.35158, -0.62477, 0.07935)
S (2.53237, -3.40077, 2.48265)
C (-2.98427, 0.99455, -1.71401)
N (-2.09976, 1.82714, -2.48568)
C (-1.12867, 1.08019, -3.24867)
P (0.31012, 0.59942, -2.16327)
C (1.22728, -0.58286, -3.18813)
C (0.54300, -1.64569, -3.77000)
C (1.24200, -2.67251, -4.37559)
C (2.62615, -2.66653, -4.37028)
C (3.31092, -1.61499, -3.78504)
C (2.62016, -0.57269, -3.19902)
C (1.28421, 2.12931, -2.24758)
C (1.38541, 2.89527, -1.09353)
C (2.10914, 4.07467, -1.10205)
C (2.74007, 4.48767, -2.26361)
C (2.63540, 3.72938, -3.41917)
C (1.90619, 2.55451, -3.41908)
C (-2.66695, 2.92838, -3.19347)
C (-3.86363, 2.83961, -3.89317)
C (-4.34609, 3.93730, -4.58408)
C (-3.64853, 5.13196, -4.57644)
C (-2.45723, 5.22332, -3.87595)
C (-1.96342, 4.12725, -3.19375)
P (-2.19111, 0.59126, -0.06951)
C (-2.50153, 2.04925, 0.96813)
C (-2.08837, 1.91744, 2.29533)
C (-2.16716, 2.98666, 3.16447)
C (-2.68314, 4.19385, 2.72474)
C (-3.12933, 4.31769, 1.41940)
C (-3.02438, 3.26042, 0.53058)
C (-3.37149, -0.65131, 0.54316)
C (-4.49805, -0.34053, 1.29473)
C (-5.32469, -1.35719, 1.73707)
C (-5.03793, -2.67773, 1.43849)
C (-3.92183, -2.98945, 0.67825)
C (-3.09217, -1.97882, 0.23280)
H (-3.22352, 0.03821, -2.21007)
H (-3.91696, 1.51909, -1.49627)
H (-0.72536, 1.71027, -4.04472)
H (-1.57564, 0.17839, -3.69682)
H (-0.53781, -1.67936, -3.73211)
H (0.70226, -3.48502, -4.83445)
H (3.16911, -3.48264, -4.81984)
H (4.38949, -1.61682, -3.76143)
H (3.15242, 0.23574, -2.71839)
H (0.89213, 2.54664, -0.18732)
H (2.18748, 4.66603, -0.20372)
H (3.32178, 5.39724, -2.26886)
H (3.12658, 4.05559, -4.32344)
H (1.83001, 1.96219, -4.32120)
H (-4.41685, 1.91153, -3.90825)
H (-5.26770, 3.85720, -5.14087)
H (-4.02526, 5.98496, -5.11997)
H (-1.91044, 6.15308, -3.85343)
H (-1.03642, 4.18196, -2.64154)
H (-1.69872, 0.97107, 2.64210)
H (-1.81090, 2.87091, 4.17611)
H (-2.73874, 5.03351, 3.40009)
H (-3.55554, 5.25095, 1.08526)
H (-3.33943, 3.39206, -0.49422)
H (-4.71405, 0.68983, 1.54156)
H (-6.19584, -1.11485, 2.32617)
H (-5.67958, -3.46547, 1.80124)
H (-3.69212, -4.01681, 0.44781)
H (-2.19575, -2.20710, -0.34024)

Summary:
energy above the lowest of the compared OMol25 structures with the same formula, charge and spin	153.8	kJ/mol
HOMO-LUMO gap	6.37	eV

Atomic partial charges in e from the Mulliken method, atoms 1 to 4: 1.02 -0.43 0.21 -0.34